[1]
Computed, not measured: a 2-piece molecular cluster, C19H32N3O4 overall at a distorted geometry, with wB97M-V/def2-TZVPD.

Spin multiplicity: 1
Energy relative to the best compared isomer or geometry (same formula, charge and spin) in kJ/mol: 0.00
E_LUMO in hartree: -0.1039
HOMO level in eV: -10.90
Net charge: +1

Atoms and positions in Å:
C1 2.5431 5.0862 1.1727
C2 1.3664 4.2777 0.4873
O1 0.1250 4.8213 0.9788
C3 -0.7734 3.7976 1.4221
C4 -1.6457 3.3352 0.1790
O2 -1.7813 1.8951 0.0721
C5 -1.5797 1.5769 -1.3102
C6 -1.9604 0.1051 -1.6902
O3 -1.4624 -0.9072 -0.7956
C7 -0.1008 -0.6857 -0.4026
C8 0.9099 -0.5930 -1.6090
C9 0.6804 -1.3572 -2.8668
N1 1.4718 -1.3653 -3.9731
C10 2.5667 -0.5414 -3.7437
C11 3.5574 -0.3957 -4.8727
C12 4.7448 0.4264 -4.7803
C13 5.0563 1.1502 -3.5034
C14 4.1125 1.0230 -2.4048
C15 2.8588 0.2046 -2.5066
N2 2.0059 0.1849 -1.4119
H1 2.1243 5.6348 2.0628
H2 2.9870 5.8783 0.4973
H3 3.4049 4.4130 1.4587
H4 1.4740 3.1735 0.7040
H5 1.4730 4.4007 -0.6344
H6 -0.2565 2.9520 1.9562
H7 -1.4758 4.2902 2.1595
H8 -1.1414 3.7534 -0.7428
H9 -2.6668 3.8106 0.2989
H10 -0.4790 1.7360 -1.5429
H11 -2.1316 2.2619 -2.0234
H12 -1.7111 -0.0922 -2.7774
H13 -3.0911 0.0406 -1.6375
H14 0.0339 0.1597 0.3335
H15 0.2172 -1.6183 0.1656
H16 -0.2631 -1.9696 -2.9223
H17 3.3685 -0.9156 -5.8449
H18 5.4414 0.5352 -5.6537
H19 5.9547 1.7860 -3.3296
H20 4.2996 1.5476 -1.4289
C16 -3.4128 -2.4686 3.2773
C17 -3.1465 -3.4846 2.1785
C18 -2.3911 -4.7233 2.6707
O4 -1.0143 -4.4019 2.8377
C19 -0.6070 -4.2375 4.1991
N3 -2.2846 -2.8336 1.1382
H21 -2.4920 -2.0156 3.6511
H22 -4.0485 -1.6600 2.9084
H23 -3.9282 -2.9364 4.1166
H24 -4.0838 -3.7678 1.6957
H25 -2.4321 -5.4927 1.8928
H26 -2.8411 -5.1489 3.5702
H27 -1.1454 -4.9052 4.8741
H28 -0.7518 -3.1996 4.5066
H29 0.4566 -4.4647 4.2609
H30 -2.5610 -1.8729 0.9133
H31 -2.2559 -3.3768 0.2721
H32 -1.3183 -2.8267 1.4972

***

[2]
Computed, not measured: one molecule with the formula C19H32N4O4, with wB97M-V/def2-TZVPD.

Spin multiplicity: 1
Energy relative to the best compared isomer or geometry (same formula, charge and spin) in kJ/mol: 279.34
E_LUMO in hartree: 0.0183
HOMO level in eV: -7.77
SMILES string: CCCN(CCC)CCNc1c(N2CCN(C(=O)OCC)CC2)c(=O)c1=O

Atoms and positions in Å:
C1 -2.2976 4.1485 -1.1145
C2 -2.1627 2.7803 -1.7704
H1 -3.0045 2.6154 -2.4464
H2 -2.2018 1.9935 -1.0167
C3 -0.8806 2.6720 -2.5942
N1 0.3283 2.9515 -1.8333
C4 1.4856 3.1460 -2.6908
C5 1.5556 4.5842 -3.2114
C6 2.8378 4.8305 -3.9959
H3 2.8975 4.1591 -4.8501
H4 3.7107 4.6631 -3.3682
H5 2.8705 5.8538 -4.3617
H6 0.6967 4.7901 -3.8507
H7 1.5026 5.2614 -2.3579
H8 2.3891 2.9559 -2.1054
H9 1.4876 2.4476 -3.5443
C7 0.5607 2.0811 -0.7084
H10 1.4548 2.4426 -0.1880
H11 -0.2817 2.1709 -0.0197
C8 0.7477 0.5793 -1.0413
N2 1.1109 -0.1821 0.1302
C9 0.1797 -0.5601 1.0158
C10 0.1619 -1.2017 2.2596
N3 1.0853 -1.7360 3.0995
C11 2.3138 -2.2929 2.5654
H12 3.1272 -2.0921 3.2696
H13 2.5383 -1.8149 1.6143
C12 2.1329 -3.8204 2.3572
N4 0.7206 -4.1319 2.3399
C13 0.0628 -3.9259 1.1566
O1 0.6338 -3.7359 0.1071
O2 -1.2654 -4.0129 1.2937
C14 -2.0423 -3.8290 0.1072
C15 -3.4672 -3.5128 0.5189
H14 -3.8787 -4.3306 1.1045
H15 -3.4905 -2.6072 1.1183
H16 -4.0748 -3.3638 -0.3685
H17 -1.9898 -4.7481 -0.4880
H18 -1.6073 -3.0134 -0.4798
C16 0.0789 -3.9075 3.6197
H19 -0.9993 -3.9075 3.4716
C17 0.5509 -2.5415 4.1823
H20 1.3458 -2.6702 4.9206
H21 -0.2845 -2.0139 4.6404
H22 0.3485 -4.7212 4.2996
H23 2.5655 -4.1330 1.4072
H24 2.5897 -4.3877 3.1707
C18 -1.2963 -1.0690 2.3758
O3 -2.1127 -1.3030 3.2403
C19 -1.2913 -0.4740 0.9855
O4 -2.1108 -0.1487 0.1552
H25 2.0761 -0.1320 0.4229
H26 1.5316 0.4506 -1.7909
H27 -0.1886 0.1755 -1.4266
H28 -0.8384 1.6791 -3.0744
H29 -0.9247 3.4181 -3.3911
H30 -3.1978 4.1916 -0.5064
H31 -1.4370 4.3512 -0.4831
H32 -2.3529 4.9283 -1.8712

***

[3]
Computed, not measured: C19H33BrF2N3O8PSi2 as an isolated structure at a distorted geometry, with wB97M-V/def2-TZVPD.

Spin multiplicity: 1
E_LUMO in hartree: 0.0151
HOMO level in eV: -8.41

Atoms and positions in Å:
N1 -1.3032 -4.4993 -2.1377
P1 -1.0879 -3.1369 -3.1488
O1 0.0991 -3.6157 -4.1860
Si1 0.0402 -1.6676 -1.8299
O2 -0.3694 -0.1474 -2.4069
Si2 -0.3798 1.2384 -1.5779
Br1 -2.1139 1.4749 -0.2442
N2 1.0615 1.3620 -0.4757
C1 2.2609 1.2760 -1.1733
O3 2.4661 0.6927 -2.1810
F1 3.2372 1.9534 -0.5203
C2 0.9972 2.5609 0.3131
O4 0.8264 3.6580 -0.0914
F2 1.1545 2.2594 1.6103
C3 -0.4670 -1.9175 -0.0696
C4 -1.8023 -2.0674 0.3016
C5 -2.1133 -2.2906 1.6191
C6 -1.0802 -2.3763 2.5436
N3 0.1997 -2.2242 2.2240
C7 0.4820 -2.0020 0.9478
H1 -2.2491 -4.5253 -1.7844
H2 -0.6539 -4.6152 -1.3689
H3 0.9503 -3.7451 -3.7545
H4 1.4993 -1.9047 -1.9578
H5 -0.3762 2.3678 -2.4927
H6 -2.5911 -2.0078 -0.4385
H7 -3.1323 -2.4150 1.9506
H8 -1.3226 -2.5711 3.5765
H9 1.5319 -1.8923 0.7057
C8 1.0208 5.2392 -3.4783
C9 -0.2603 5.1102 -4.2676
O5 -0.9296 4.1063 -4.2078
C10 -0.6555 6.2852 -5.1279
H10 1.1808 4.3357 -2.8948
H11 1.8600 5.3898 -4.1596
H12 0.9625 6.0926 -2.8012
H13 0.1244 6.4892 -5.8632
H14 -0.7813 7.1755 -4.5099
H15 -1.5883 6.0651 -5.6404
C11 4.9567 2.5694 -6.1047
C12 4.9376 3.8691 -5.3364
O6 5.3036 4.9082 -5.8310
C13 4.4309 3.8026 -3.9152
H16 5.3366 2.7443 -7.1079
H17 5.5925 1.8430 -5.5963
H18 3.9493 2.1542 -6.1640
H19 5.0466 3.1224 -3.3247
H20 3.4046 3.4324 -3.9083
H21 4.4640 4.7941 -3.4697
C14 -4.0506 -0.8901 6.6858
C15 -3.8956 -0.8894 5.1848
O7 -3.3363 -1.7893 4.6031
C16 -4.4705 0.2918 4.4423
H22 -3.5979 -1.7872 7.1002
H23 -3.5680 -0.0094 7.1122
H24 -5.1082 -0.8612 6.9525
H25 -4.0026 1.2148 4.7883
H26 -5.5436 0.3645 4.6262
H27 -4.2925 0.1755 3.3760
C17 -1.4133 -5.4070 6.0042
C18 -0.3993 -5.3935 4.8841
O8 -0.7318 -5.2638 3.7314
C19 1.0504 -5.5426 5.2789
H28 -2.4120 -5.2865 5.5923
H29 -1.3549 -6.3491 6.5518
H30 -1.2094 -4.5932 6.7023
H31 1.2025 -6.4897 5.7994
H32 1.3400 -4.7332 5.9510
H33 1.6740 -5.5121 4.3894

***

[4]
Computed, not measured: C19H33ClGeO3SbSe4V as an isolated structure at a distorted geometry, with wB97M-V/def2-TZVPD.

Spin multiplicity: 4
Energy relative to the best compared isomer or geometry (same formula, charge and spin) in kJ/mol: 0.00
E_LUMO (alpha / beta) in hartree: -0.1707 / -0.1788
HOMO level (alpha / beta) in eV: -10.70 / -10.66
Net charge: +1

Atoms and positions in Å:
V1 0.6675 0.4945 0.0797
C1 -1.6717 -1.2134 2.4034
C2 -0.2539 -0.7481 2.6750
C3 -0.1440 -0.0200 4.0036
C4 0.7586 -1.8738 2.5616
O1 0.0788 0.2536 1.6538
Ge1 2.8496 2.2798 0.5534
O2 1.0246 2.4713 0.1487
C5 0.1757 3.6042 -0.2598
C6 0.3281 3.7521 -1.7636
C7 0.6603 4.8329 0.4873
C8 -1.2426 3.2310 0.1307
O3 2.7010 0.7810 -0.4671
C9 3.7363 0.0314 -1.2389
C10 3.9191 -1.3024 -0.5466
C11 5.0028 0.8677 -1.2208
C12 3.1815 -0.1224 -2.6411
H1 -1.9815 -1.9015 3.1908
H2 -1.7408 -1.7358 1.4493
H3 -2.3564 -0.3645 2.3990
H4 -0.3572 -0.7103 4.8197
H5 -0.8593 0.8009 4.0528
H6 0.8627 0.3755 4.1458
H7 0.5145 -2.6640 3.2719
H8 1.7670 -1.5170 2.7830
H9 0.7341 -2.3202 1.5646
H10 1.3616 3.9807 -2.0318
H11 -0.3012 4.5651 -2.1252
H12 0.0265 2.8365 -2.2775
H13 1.6794 5.0984 0.1936
H14 0.6294 4.6667 1.5646
H15 0.0235 5.6863 0.2568
H16 -1.5593 2.3180 -0.3839
H17 -1.9299 4.0261 -0.1568
H18 -1.3191 3.0691 1.2056
H19 4.2952 -1.1711 0.4694
H20 4.6317 -1.9147 -1.0990
H21 2.9731 -1.8463 -0.5063
H22 5.3931 0.9869 -0.2069
H23 4.8353 1.8499 -1.6722
H24 5.7772 0.3721 -1.8054
H25 2.2520 -0.6919 -2.6269
H26 3.9010 -0.6624 -3.2571
H27 3.0041 0.8524 -3.0984
Cl1 -6.5993 -2.2922 1.4201
C13 -5.2631 -1.9335 0.3796
C14 -4.7009 -0.6653 0.4088
C15 -3.6246 -0.3896 -0.4143
C16 -3.1051 -1.3627 -1.2646
C17 -1.9157 -1.0643 -2.1091
C18 -3.6972 -2.6208 -1.2913
C19 -4.7750 -2.9117 -0.4701
H28 -5.1098 0.0895 1.0663
H29 -3.1810 0.6006 -0.3935
H30 -1.8340 -1.7185 -2.9762
H31 -1.8942 -0.0248 -2.4321
H32 -3.3188 -3.3831 -1.9629
H33 -5.2314 -3.8913 -0.4854
Se1 -1.1602 -4.8891 0.6885
Sb1 -0.0915 -4.3809 -1.3399
Se2 -0.5627 -4.4130 -3.6324
Se3 2.2935 -4.6498 -0.7193
Se4 -0.2576 -1.4041 -1.1508

***

[5]
Computed, not measured: a 3-piece molecular cluster, C19H33F13INO8S4 overall at a distorted geometry, with wB97M-V/def2-TZVPD.

Spin multiplicity: 1
E_LUMO in hartree: -0.0967
HOMO level in eV: -9.00
SMILES string: CC[C@H](I)N(CCC(F)(F)C(F)(F)C(F)(F)C(F)(F)S(F)(F)(F)(F)F)C(=O)OCCCS.CCOS(C)(=O)=O.CCOS(C)(=O)=O

Atoms and positions in Å:
C1 4.4262 3.5956 0.0501
C2 4.3113 2.7483 -1.3848
C3 2.8773 1.8886 -1.4253
I1 2.8898 0.6583 0.4115
N1 2.8743 1.0846 -2.7057
C4 1.5321 1.0804 -3.4015
C5 0.2390 0.8601 -2.4191
C6 -0.9934 0.0363 -3.1968
F1 -0.9729 0.5302 -4.5931
F2 -0.5956 -1.4157 -3.0683
C7 -2.3544 0.4125 -2.3504
F3 -1.9890 0.3628 -0.9188
F4 -2.6369 1.8627 -2.6697
C8 -3.6944 -0.4205 -2.7757
F5 -4.8007 0.5177 -3.2020
F6 -3.3373 -1.1253 -4.0678
C9 -4.1633 -1.6040 -1.7646
F7 -4.8855 -2.6228 -2.6174
F8 -3.0030 -2.3772 -1.1822
S1 -5.3188 -1.1596 -0.3856
F9 -4.8421 0.4742 -0.2874
F10 -4.0636 -1.5733 0.7530
F11 -5.8076 -2.8378 -0.3427
F12 -6.6610 -0.8557 -1.4037
F13 -6.3470 -0.8855 0.9582
C10 3.4529 -0.3029 -2.5365
O1 2.5831 -1.3462 -2.4489
O2 4.9180 -0.4304 -2.5323
C11 5.3645 -1.8239 -2.6750
C12 5.4934 -2.4497 -1.1588
C13 6.3241 -1.4973 -0.1052
S2 7.7827 -0.5833 -0.8670
H1 5.1581 4.5270 -0.0882
H2 4.9428 2.9364 0.8994
H3 3.3606 3.9380 0.4530
H4 5.1914 1.9564 -1.3544
H5 4.3749 3.4608 -2.3237
H6 2.0314 2.7291 -1.3826
H7 1.5948 0.2769 -4.2676
H8 1.4290 2.1287 -3.9438
H9 0.5082 0.1897 -1.4692
H10 -0.1354 1.9343 -2.0754
H11 4.7271 -2.4748 -3.4188
H12 6.4648 -1.8021 -3.1377
H13 5.9845 -3.5331 -1.1850
H14 4.3876 -2.5371 -0.7200
H15 6.7606 -2.1925 0.7512
H16 5.6482 -0.6977 0.4278
H17 7.7812 0.7378 -0.3318
O3 -11.6427 -6.2650 -0.1473
S3 -10.9844 -5.7850 1.0466
O4 -11.1120 -4.4149 1.4969
O5 -9.3990 -6.1650 0.9671
C14 -8.6462 -5.7002 -0.1459
C15 -8.3841 -4.2075 -0.0591
C16 -11.4153 -6.8466 2.4020
H18 -9.1463 -5.9608 -1.0851
H19 -7.6879 -6.2316 -0.1326
H20 -9.3151 -3.6372 -0.1284
H21 -7.7316 -3.8779 -0.8712
H22 -7.9201 -3.9532 0.8991
H23 -11.2922 -7.8858 2.0974
H24 -12.4598 -6.6506 2.6562
H25 -10.7775 -6.6084 3.2558
O6 5.3042 4.5341 2.6712
S4 6.3815 4.9071 3.5597
O7 7.0297 3.9467 4.4277
O8 5.9112 6.1886 4.4545
C17 4.7353 6.0679 5.2445
C18 4.9643 5.1822 6.4559
C19 7.6418 5.7263 2.6160
H26 3.8997 5.7015 4.6380
H27 4.4695 7.0751 5.5846
H28 5.1754 4.1508 6.1583
H29 4.0827 5.1678 7.1012
H30 5.8252 5.5344 7.0330
H31 7.1802 6.4809 1.9792
H32 8.1396 4.9707 2.0032
H33 8.3621 6.1771 3.3020

***

[6]
Computed, not measured: a 3-piece molecular cluster, C19H33O12P overall at a distorted geometry, with wB97M-V/def2-TZVPD.

Spin multiplicity: 1
Energy relative to the best compared isomer or geometry (same formula, charge and spin) in kJ/mol: 0.00
E_LUMO in hartree: -0.0357
HOMO level in eV: -10.51
SMILES string: CCOP(=O)(CCCC1=CC(=O)OC1=O)OCC.CCOC(=O)OC.CCOC(=O)OC

Atoms and positions in Å:
C1 -2.7715 2.4831 2.9638
C2 -2.9817 1.0061 2.6871
O1 -3.0155 0.8245 1.2520
P1 -2.4156 -0.5334 0.6807
O2 -2.1432 -1.5579 1.6915
C3 -0.9945 -0.1540 -0.3626
C4 -0.3345 1.1853 -0.0324
C5 -0.0571 2.0519 -1.2836
C6 -0.2586 3.4677 -0.9184
C7 -1.0819 4.3609 -1.4385
C8 -0.9135 5.6145 -0.6734
O3 -1.3118 6.7291 -0.8784
O4 -0.0958 5.3239 0.4250
C9 0.5032 4.1150 0.1852
O5 1.4941 3.6956 0.7530
O6 -3.4968 -1.0310 -0.3914
C10 -4.8428 -1.0735 0.0959
C11 -5.6338 0.1248 -0.3989
H1 -2.5630 2.5956 4.0179
H2 -3.6093 3.0788 2.6429
H3 -1.8852 2.7893 2.4263
H4 -3.9469 0.7184 3.0779
H5 -2.1785 0.4570 3.1454
H6 -1.3074 -0.2219 -1.3910
H7 -0.2976 -0.9487 -0.1578
H8 0.6025 1.0608 0.4826
H9 -0.9740 1.7743 0.6076
H10 -0.7678 1.8320 -2.0636
H11 0.9519 1.9015 -1.6325
H12 -1.7704 4.2182 -2.2388
H13 -4.8688 -1.1354 1.1763
H14 -5.3210 -1.9644 -0.2798
H15 -5.2517 0.3670 -1.3778
H16 -6.6788 -0.1301 -0.4818
H17 -5.5126 0.9838 0.2412
C12 0.2936 -4.2880 1.1858
C13 -0.3596 -4.0581 2.5312
O7 -0.6107 -5.3017 3.2143
C14 0.4461 -5.8706 3.7764
O8 1.5668 -5.4361 3.7985
O9 0.0487 -7.0104 4.3465
C15 1.1026 -7.7607 4.9495
H18 -0.3068 -4.9720 0.5844
H19 0.3917 -3.3434 0.6514
H20 1.2850 -4.7266 1.2952
H21 -1.3286 -3.5916 2.3961
H22 0.2381 -3.4010 3.1615
H23 1.6641 -7.1513 5.6534
H24 1.7691 -8.1568 4.1849
H25 0.6317 -8.5838 5.4787
C16 5.4758 3.1911 -2.1692
C17 4.2962 3.5172 -3.0595
O10 4.4676 3.0002 -4.3865
C18 4.2436 1.6970 -4.5186
O11 3.8695 0.9495 -3.6545
O12 4.4716 1.3654 -5.7868
C19 4.3190 -0.0279 -6.0670
H26 6.4023 3.5408 -2.6257
H27 5.3592 3.6692 -1.1970
H28 5.5670 2.1172 -2.0153
H29 4.2064 4.5954 -3.1740
H30 3.3607 3.1501 -2.6374
H31 3.3452 -0.3873 -5.7436
H32 5.1083 -0.5982 -5.5808
H33 4.4059 -0.1365 -7.1436

***

[7]
Computed, not measured: a 8-piece molecular cluster, C19H34Cl8FN3O3 overall at a distorted geometry, with wB97M-V/def2-TZVPD.

Spin multiplicity: 1
Energy relative to the best compared isomer or geometry (same formula, charge and spin) in kJ/mol: 0.00
E_LUMO in hartree: 0.0044
HOMO level in eV: -9.32
SMILES string: Fc1ccccc1.CNC(C)=O.CNC(C)=O.CNC(C)=O.ClCCl.ClCCl.ClCCl.ClCCl

Atoms and positions in Å:
C1 -0.9363 -1.7727 -0.2225
C2 -0.2775 -0.4166 -0.0996
O1 -0.6760 0.3870 0.7346
N1 0.7142 -0.1534 -0.9565
C3 1.4128 1.1211 -0.9558
H1 -0.2586 -2.5579 0.1276
H2 -1.0142 -2.1140 -1.2632
H3 -1.9449 -1.7496 0.1696
H4 1.0387 -0.8146 -1.6374
H5 2.0706 1.2557 -1.8134
H6 2.0334 1.3397 -0.0861
H7 0.6565 1.9044 -1.0219
C4 5.7068 -0.2252 0.7773
C5 5.4714 0.9620 1.7109
O2 6.3989 1.7405 1.9030
N2 4.2523 1.1575 2.2220
C6 3.1802 0.1724 2.2223
H8 6.7740 -0.4321 0.8262
H9 5.4596 -0.1225 -0.2815
H10 5.1788 -1.1381 1.0664
H11 4.2147 1.9344 2.8663
H12 3.3711 -0.5821 2.9883
H13 3.0112 -0.1821 1.2117
H14 2.2573 0.6634 2.5348
C7 -4.3573 -2.5212 -1.5093
C8 -5.2831 -1.4304 -1.0855
O3 -5.0916 -0.8229 -0.0428
N3 -6.2847 -1.1185 -1.9378
C9 -7.3301 -0.1491 -1.6625
H15 -4.6485 -3.0859 -2.3974
H16 -4.2186 -3.2606 -0.7183
H17 -3.3730 -2.1027 -1.7185
H18 -6.5917 -1.9156 -2.4781
H19 -7.5565 0.3468 -2.6061
H20 -6.9688 0.5576 -0.9205
H21 -8.2178 -0.6550 -1.2767
C10 -2.2338 2.7921 0.8639
Cl1 -3.7387 3.3236 1.6442
Cl2 -1.6855 3.6510 -0.5811
H22 -1.3998 2.7738 1.5559
H23 -2.4259 1.7561 0.6022
C11 -1.2166 -5.4322 -1.2869
Cl3 -0.4382 -7.0216 -1.3324
Cl4 -0.8274 -4.4289 -2.6825
H24 -2.2886 -5.5907 -1.2581
H25 -0.9059 -4.9020 -0.3936
C12 -0.6999 -0.6936 4.0678
Cl5 -2.1336 -1.5576 4.7305
Cl6 -0.8152 1.0362 4.0247
H26 0.1588 -1.0165 4.6492
H27 -0.5608 -1.1260 3.0803
C13 -4.2153 -3.2958 2.8963
Cl7 -2.7348 -3.7373 2.0577
Cl8 -5.4841 -4.5163 2.6636
H28 -4.0736 -3.2682 3.9706
H29 -4.5051 -2.2909 2.6022
F1 3.3234 3.4701 -4.5247
C14 3.9124 3.7740 -3.3405
C15 4.0296 5.1102 -3.0370
C16 4.5890 5.4669 -1.8168
C17 5.1255 4.4523 -1.0359
C18 5.0258 3.1129 -1.3711
C19 4.3532 2.7482 -2.5316
H30 3.6672 5.8848 -3.6991
H31 4.6748 6.4976 -1.5062
H32 5.7114 4.6881 -0.1532
H33 5.4328 2.3932 -0.6736
H34 4.2054 1.7267 -2.8546